Computed, not measured: 10 unconnected molecules or ions with the total composition C34H93N5O12 at a distorted geometry, with ωB97M-V with the def2-TZVPD basis set.

XYZ file:
```
144
Properties=species:S:1:pos:R:3:forces:R:3:lowdin_spin:R:1
C 4.628 -18.694 -15.053 -0.221 -1.559 -0.656 0.0003
C 4.225 -20.181 -14.840 0.419 -0.754 -0.121 0.0005
C 5.465 -21.105 -14.949 0.608 1.314 1.063 0.0004
O 6.487 -20.608 -13.978 -1.993 -1.429 -1.694 0.0000
C 7.802 -21.018 -14.311 -0.321 1.039 0.707 0.0000
N 3.467 -20.386 -13.632 -0.103 -0.480 -0.182 0.0044
H 3.787 -18.005 -14.981 -0.086 -0.123 0.556 0.0000
H 4.913 -18.616 -16.102 0.773 0.288 0.064 0.0000
H 5.427 -18.566 -14.323 0.038 0.782 -0.320 0.0000
H 3.593 -20.561 -15.643 -0.217 0.306 -0.322 0.0000
H 5.750 -21.043 -15.999 0.916 0.522 -0.079 0.0000
H 5.323 -22.180 -14.837 -0.552 0.054 0.686 0.0000
H 7.921 -20.821 -15.376 0.720 -0.032 0.038 0.0000
H 8.104 -22.029 -14.035 -0.526 -0.357 -0.175 0.0000
H 8.345 -20.359 -13.634 0.823 0.032 -0.603 0.0000
H 2.667 -19.774 -13.716 0.191 0.040 0.779 0.0004
H 4.030 -20.187 -12.818 -0.152 0.245 0.182 0.0000
C -5.431 -12.129 -10.711 1.653 -0.280 2.249 0.0000
C -4.321 -11.069 -10.382 -0.931 -1.026 -1.797 0.0000
C -2.931 -11.691 -10.073 -0.011 0.466 0.315 0.0001
O -2.832 -12.158 -8.736 0.211 -1.049 0.903 0.0001
C -1.643 -12.944 -8.375 -0.514 2.237 -0.924 0.0000
N -4.312 -10.164 -11.576 0.725 0.147 1.044 0.0000
H -6.355 -11.742 -11.140 0.211 0.012 0.156 0.0000
H -5.553 -12.521 -9.701 -1.016 -0.607 -0.065 0.0000
H -4.998 -12.958 -11.271 -0.150 0.182 -0.466 0.0000
H -4.626 -10.514 -9.495 0.108 0.225 -0.123 0.0000
H -2.243 -10.859 -10.226 0.467 -0.052 -0.187 0.0000
H -2.662 -12.552 -10.684 -0.143 0.061 -0.804 0.0000
H -1.304 -13.608 -9.170 -0.690 -0.757 -0.038 0.0000
H -1.786 -13.375 -7.384 -0.223 -0.195 -0.422 0.0000
H -0.793 -12.262 -8.340 0.113 0.322 0.415 0.0000
H -4.183 -10.732 -12.401 0.281 -0.231 -0.158 0.0000
H -5.288 -9.915 -11.653 -0.093 0.568 -0.112 0.0000
C 9.404 -14.391 -19.252 -1.530 0.976 -0.061 0.0000
C 8.479 -13.435 -18.414 0.561 -0.444 -0.583 0.0000
C 8.494 -13.973 -16.974 1.259 -0.808 -0.773 0.0000
O 7.277 -14.076 -16.323 -1.894 -0.532 1.172 0.0000
C 6.469 -15.214 -16.790 0.748 1.467 -0.476 0.0000
N 8.959 -12.070 -18.504 0.973 0.677 0.522 0.0000
H 9.010 -15.398 -19.116 0.379 -0.122 0.009 0.0000
H 10.450 -14.285 -18.965 -0.126 -0.123 0.111 0.0000
H 9.282 -14.152 -20.308 0.288 0.043 -0.110 0.0000
H 7.466 -13.371 -18.812 -0.361 -1.085 -0.007 0.0000
H 9.285 -13.436 -16.450 -0.683 0.760 0.644 0.0000
H 8.952 -14.962 -16.952 -0.034 -0.468 -0.470 0.0000
H 6.817 -16.197 -16.473 0.666 0.072 -0.014 0.0000
H 6.475 -15.081 -17.872 -0.307 -0.721 -0.094 0.0000
H 5.434 -15.161 -16.450 0.176 0.651 0.140 0.0000
H 8.988 -11.698 -19.443 -0.024 -0.290 -0.170 0.0000
H 8.407 -11.419 -17.965 -0.129 -0.097 0.181 0.0000
C 2.621 -15.715 -17.472 1.844 -0.058 -0.239 0.0000
C 2.710 -14.792 -18.727 -2.670 -2.649 -0.778 0.0000
O 3.872 -14.159 -18.928 3.439 2.244 1.361 0.0000
H 2.683 -15.203 -16.512 -0.568 0.357 -0.026 0.0000
H 3.526 -16.322 -17.432 0.507 0.063 -0.275 0.0000
H 1.899 -16.531 -17.465 -0.751 0.700 -0.301 0.0000
H 1.838 -14.139 -18.763 -0.140 0.253 0.100 0.0000
H 2.703 -15.424 -19.615 -1.352 -0.800 0.100 0.0000
H 4.048 -13.945 -19.847 -0.331 -0.140 0.096 0.0000
C 6.388 -16.153 -10.034 -0.079 -1.029 0.331 0.0000
C 5.978 -14.722 -9.954 -0.579 0.236 -1.450 0.0000
O 5.811 -14.324 -8.648 0.498 0.607 2.034 0.0000
H 7.338 -16.348 -9.536 0.238 0.331 -0.211 0.0000
H 6.432 -16.521 -11.059 0.074 0.113 -0.045 0.0000
H 5.706 -16.804 -9.488 -0.372 0.081 -0.058 0.0000
H 5.008 -14.513 -10.405 0.050 -0.501 -0.778 0.0000
H 6.705 -14.114 -10.492 0.280 0.201 0.007 0.0000
H 5.928 -13.371 -8.623 -0.033 0.004 0.314 0.0000
C -4.371 -17.916 -9.068 0.018 0.639 0.533 0.0001
C -5.274 -19.135 -9.175 0.163 0.740 0.835 0.0000
O -6.419 -18.778 -9.904 -0.216 -0.134 -0.898 0.0000
H -4.159 -17.345 -9.971 -0.108 -0.624 -0.556 0.0001
H -3.417 -18.147 -8.593 0.001 -0.169 0.037 0.0000
H -4.857 -17.158 -8.455 -0.084 -0.103 0.273 0.0000
H -5.665 -19.357 -8.182 0.652 -0.274 0.402 0.0000
H -4.723 -20.004 -9.535 -0.159 -0.126 -0.413 0.0000
H -7.087 -19.433 -9.687 -0.240 0.068 -0.219 0.0000
C 0.241 -20.278 -14.676 -0.707 0.251 -0.637 0.0001
C 0.136 -19.690 -13.280 -0.441 0.904 1.052 0.0028
O 1.154 -18.710 -13.008 1.144 0.341 -0.630 0.0490
H 0.534 -21.327 -14.724 0.141 0.207 0.244 0.0001
H 0.836 -19.705 -15.387 0.673 0.137 0.519 0.0000
H -0.713 -20.179 -15.194 -0.405 -0.357 0.321 -0.0001
H 0.142 -20.421 -12.472 0.337 -0.398 -0.266 0.0016
H -0.756 -19.104 -13.058 -0.772 -0.463 -0.770 0.0015
H 0.878 -18.021 -12.399 -0.308 -0.542 0.339 0.0036
C 1.965 -11.763 -13.508 1.899 0.744 0.629 0.0023
C 3.281 -11.581 -12.631 -0.011 -0.430 -2.504 0.0000
O 3.001 -11.111 -11.388 -1.422 -0.044 2.520 0.0003
H 2.224 -12.279 -14.432 0.103 0.145 -0.120 0.0000
H 1.654 -10.745 -13.743 -0.608 -0.282 -0.057 0.0002
H 1.182 -12.353 -13.031 -0.053 0.257 0.359 0.0015
H 3.944 -10.813 -13.029 -0.079 -0.142 -1.211 0.0000
H 3.849 -12.510 -12.680 0.008 -0.313 0.479 0.0000
H 3.758 -11.165 -10.800 0.088 0.004 -0.128 0.0000
C -4.038 -15.524 -12.521 -0.466 -0.328 -0.123 0.0011
O -2.639 -15.197 -12.665 -0.019 -1.540 1.367 0.0097
C -1.823 -16.048 -11.832 1.406 1.771 0.224 0.0183
C -0.439 -15.260 -11.690 -2.367 -2.106 -1.151 0.0690
N 0.556 -15.940 -12.523 0.956 3.169 1.977 0.6435
C 1.823 -15.365 -12.079 1.899 -0.676 -1.341 0.0694
C 2.944 -15.496 -13.096 0.757 0.619 -0.045 0.0008
O 4.183 -15.012 -12.533 -1.381 -0.719 0.213 0.0026
C 5.180 -14.913 -13.542 -0.044 -1.101 -0.460 0.0002
H -4.524 -15.153 -11.619 0.534 0.534 0.249 0.0002
H -4.213 -16.597 -12.449 0.273 -0.214 -0.441 0.0007
H -4.593 -15.125 -13.371 0.322 -0.020 -0.060 0.0000
H -1.504 -17.005 -12.244 -0.775 -0.291 -0.619 0.0002
H -2.210 -16.272 -10.837 -0.425 0.346 -0.021 0.0032
H -0.030 -15.069 -10.698 -0.167 -0.224 -0.134 0.0052
H -0.662 -14.324 -12.203 0.165 0.484 -0.090 0.0392
H 0.423 -16.086 -13.514 -0.385 -0.427 -0.434 0.0146
H 2.137 -15.851 -11.155 -0.224 0.355 0.390 0.0185
H 1.684 -14.285 -12.037 -0.352 0.138 0.952 0.0316
H 2.722 -14.808 -13.912 -0.265 -0.180 -0.501 -0.0001
H 2.935 -16.526 -13.455 0.726 -0.208 -0.164 0.0002
H 4.876 -14.212 -14.320 0.208 0.257 0.025 0.0002
H 5.274 -15.905 -13.984 0.024 -0.093 -0.413 0.0001
H 6.179 -14.720 -13.153 -0.414 0.536 0.405 0.0000
C -4.534 -16.061 -21.253 0.264 0.824 0.225 0.0000
O -4.485 -14.896 -20.421 -0.173 0.020 0.006 0.0000
C -3.224 -14.261 -20.461 0.530 -1.240 1.459 0.0000
C -3.048 -13.126 -19.441 -0.717 0.200 -0.419 0.0000
N -3.402 -13.244 -18.032 -0.954 -0.235 0.077 0.0000
C -2.653 -14.166 -17.211 0.709 0.117 0.739 0.0000
C -2.643 -13.715 -15.663 -1.045 -1.921 -1.868 0.0000
O -2.036 -12.512 -15.482 0.972 2.395 1.012 0.0007
C -2.300 -11.950 -14.179 -0.229 -0.363 -0.370 0.0006
H -4.446 -15.727 -22.286 -0.607 -0.247 -0.298 0.0000
H -5.438 -16.610 -20.986 -0.077 0.280 -0.428 0.0000
H -3.695 -16.745 -21.127 0.343 0.026 0.528 0.0000
H -2.963 -13.853 -21.438 -0.124 0.044 -0.243 0.0000
H -2.533 -15.071 -20.228 0.701 -0.032 -0.138 0.0000
H -3.710 -12.375 -19.872 0.138 0.535 0.378 0.0000
H -2.021 -12.761 -19.448 0.372 -0.064 -0.829 0.0000
H -3.331 -12.298 -17.686 0.016 -0.091 0.389 0.0000
H -1.665 -14.351 -17.632 1.076 0.833 0.328 0.0000
H -2.983 -15.191 -17.381 -1.049 -0.097 0.747 0.0000
H -2.191 -14.428 -14.973 0.090 -0.667 -0.315 0.0001
H -3.691 -13.638 -15.374 -0.439 -0.082 0.025 0.0000
H -1.796 -10.994 -14.044 -0.121 -0.090 -0.427 0.0000
H -2.035 -12.580 -13.330 0.720 -0.585 -0.138 0.0005
H -3.372 -11.870 -13.999 -0.330 0.437 -0.495 0.0001
```
Positions in Å, forces in eV/Å.

Results
**Total charge**: +1
**Spin multiplicity**: 2
**HOMO (spin up / spin down)**: -10.354 / -10.354 eV
**Lowest unoccupied orbital energy (spin up / spin down)**: -2.57 / -7.78 eV